(i)
Density functional theory data (ωB97M-V/def2-TZVPD) for a 19-piece molecular cluster, H39O19 overall.

ORCA input file:
```
! wB97M-V def2-TZVPD RIJCOSX def2/J DEFGRID3
* xyz 1 1
O -2.35 -1.59 -3.73
H -3.41 -0.76 -0.94
H -3.19 -1.29 -4.03
O 0.35 -4.35 0.81
H -0.52 -4.81 1.26
H 0.15 3.47 -1.01
O -2.83 3.38 2.65
H -4.58 -1.18 1.40
H -3.23 0.62 -1.45
O 0.68 3.03 -0.60
H 1.12 -2.40 -3.68
H -3.70 2.97 2.42
O 0.36 0.38 0.06
H 0.63 1.36 -0.13
H -0.88 -1.97 -0.69
O -0.88 -2.07 0.33
H 3.78 1.08 -0.52
H -1.42 1.79 1.06
O 1.00 -2.55 -2.74
H 0.16 2.12 1.17
H 1.13 -4.35 1.23
O -3.65 -0.25 -1.76
H 1.18 -0.17 -0.26
O 3.80 -1.03 -0.83
H 4.37 -1.75 -1.33
H 3.08 -1.40 -0.36
O 1.97 2.37 3.11
H 1.13 2.50 -1.28
H 2.32 0.77 -3.05
O -0.69 1.79 1.56
H -2.06 2.85 2.50
H 2.26 3.29 3.30
O -4.98 -0.33 1.32
H -4.43 0.27 0.77
H 1.16 2.03 2.77
O 2.25 -0.10 3.18
H -0.46 -3.06 0.56
H -0.31 -1.28 1.24
O 2.99 1.60 -0.22
H 3.66 1.99 0.39
H 2.91 0.17 -1.83
O -2.36 1.26 -3.03
H -2.60 1.88 -3.69
H 1.30 -1.71 -2.47
O -0.12 -0.57 2.13
H -1.80 1.39 -1.48
H 0.67 -0.80 2.57
O -1.92 1.25 -0.51
H -2.47 -1.64 -2.81
H -1.03 0.79 -0.33
O 2.09 0.07 -2.41
H 2.15 0.23 2.27
H -1.75 0.50 -3.56
O 1.96 -2.18 1.41
H 2.01 -2.34 2.42
H 2.82 -2.13 1.12
H 2.35 0.47 3.96
H -0.11 0.39 1.74
*
```

Values from the calculation:
LUMO = -3.20 eV
HOMO-LUMO gap = 9.738 eV
Molar mass = 343.29 g mol⁻¹

Here are the Mulliken charges for atoms 1 to 2, given in e: number 1, O, carries -0.62; number 2, H, carries 0.25

=====

(ii)
Density functional theory data (ωB97M-V/def2-TZVPD) for a 19-piece molecular cluster, H39O19 overall.

ORCA input file:
```
! wB97M-V def2-TZVPD RIJCOSX def2/J DEFGRID3
* xyz 1 1
O 3.98 0.75 -1.99
H -0.81 -1.10 1.13
H 3.59 0.73 -1.02
O -2.10 -0.06 2.66
H -1.39 0.48 2.39
H -2.39 0.44 3.59
O -0.93 2.63 -3.62
H -1.87 1.14 0.55
H -1.64 3.28 -3.27
O -1.33 -2.66 2.84
H -1.08 -3.56 3.19
H 0.12 0.20 -3.79
O -3.36 2.66 0.55
H -3.41 2.59 1.49
H -2.77 3.41 0.45
O -0.11 1.34 1.69
H 0.37 0.47 1.51
H 0.49 2.13 1.66
O -1.19 -1.67 -1.66
H -0.48 -2.62 1.46
H -0.86 -2.50 -2.00
O -0.57 -2.00 0.78
H -0.70 -1.49 -0.90
O 3.36 1.30 2.20
H 2.84 0.46 2.07
H 3.73 1.20 3.15
O 1.40 3.32 2.85
H 2.23 2.76 2.65
H 3.47 2.56 -0.64
O 1.48 -3.63 0.10
H -0.22 3.23 -3.58
H 0.68 -3.24 0.05
O -0.72 0.39 -4.28
H -0.67 -0.60 -4.81
H 1.42 -4.62 0.37
O -2.04 0.60 -0.33
H 1.58 3.39 3.77
H 4.45 -0.07 -2.28
O -4.33 -0.89 0.14
H -5.07 -0.99 -0.36
H -1.57 -2.19 3.64
O -2.81 0.09 -2.97
H -2.59 -0.72 -2.43
H -1.42 0.26 -3.32
O 1.88 -2.21 3.51
H 1.82 -0.34 -2.64
H 2.38 -1.88 4.36
O 1.62 0.46 -3.10
H 1.30 -2.77 3.81
H 2.38 0.90 -3.40
O 2.76 2.67 0.01
H 3.10 2.62 0.79
H -2.78 0.78 -2.20
O 1.87 -2.09 -2.05
H 1.90 -2.66 -1.35
H 2.59 -1.37 -2.10
H -2.97 0.28 -0.01
H -4.57 -1.58 0.72
*
```

Values from the calculation:
LUMO = -2.61 eV
HOMO-LUMO gap = 9.966 eV
Molar mass = 343.29 g mol⁻¹

Here are the Mulliken charges for atoms 1 to 2, given in e: number 1, O, carries -0.69; number 2, H, carries 0.10

=====

Stability comparison, relative energies in kcal/mol: (i) 31.1; (ii) 0.0

=====

(i)
Density functional theory data (ωB97M-V/def2-TZVPD) for a 2-piece molecular cluster, C3HNO3 overall.

ORCA input file:
```
! wB97M-V def2-TZVPD RIJCOSX def2/J DEFGRID3
* xyz 0 1
C 0.23 0.20 -0.72
C -1.54 1.46 0.30
C -3.17 -1.13 -0.06
N -0.41 1.14 -0.13
O -2.32 2.21 0.67
O -2.89 -1.77 -0.97
O -3.48 -0.53 0.89
H 1.36 0.58 -0.74
*
```

Values from the calculation:
LUMO (alpha / beta) = -0.60 / -0.60 eV
HOMO-LUMO gap (alpha / beta) = 8.040 / 8.041 eV
Molar mass = 99.05 g mol⁻¹

Here are the Mulliken charges for atoms 1 to 2, given in e: number 1, C, carries -0.34; number 2, C, carries 0.56

=====

(ii)
Density functional theory data (ωB97M-V/def2-TZVPD) for a 2-piece molecular cluster, C3HNO3 overall.

ORCA input file:
```
! wB97M-V def2-TZVPD RIJCOSX def2/J DEFGRID3
* xyz 0 1
C 1.88 1.97 -0.72
C 1.30 -0.20 0.52
C -2.38 -0.48 -0.42
N 1.53 0.98 -0.24
O -2.05 0.61 -0.39
O 0.59 -1.03 0.06
O -2.63 -1.58 -0.44
H 1.75 -0.25 1.63
*
```

Values from the calculation:
LUMO = -0.33 eV
HOMO-LUMO gap = 11.337 eV
Molar mass = 99.05 g mol⁻¹

Here are the Mulliken charges for atoms 1 to 2, given in e: number 1, C, carries -0.12; number 2, C, carries 0.12

=====

Stability comparison, relative energies in kcal/mol: (i) 38.2; (ii) 0.0

=====

(i)
Density functional theory data (ωB97M-V/def2-TZVPD) for C16H34F6N2O6Zn as an isolated structure.

ORCA input file:
```
! wB97M-V def2-TZVPD RIJCOSX def2/J DEFGRID3
* xyz 0 1
Zn 13.85 20.32 -6.04
C 17.08 20.28 -6.92
O 17.73 19.08 -7.27
O 15.79 20.00 -6.68
C 17.89 20.95 -5.76
F 19.21 20.68 -5.80
F 17.72 22.30 -5.88
F 17.47 20.63 -4.53
C 18.77 19.14 -8.28
C 19.52 17.83 -8.20
H 18.81 17.04 -8.48
H 20.26 17.72 -9.00
H 19.84 17.45 -7.23
H 19.46 19.92 -7.98
H 18.18 19.25 -9.19
H 17.10 20.96 -7.79
C 11.85 17.89 -6.85
O 10.81 18.80 -7.26
O 12.97 18.59 -6.66
C 11.43 17.12 -5.58
F 12.40 16.36 -5.02
F 10.87 17.92 -4.64
F 10.49 16.20 -5.93
C 9.73 18.32 -8.04
C 8.65 19.38 -8.15
H 9.01 20.30 -8.61
H 7.78 18.99 -8.69
H 8.23 19.61 -7.17
H 9.34 17.34 -7.76
H 10.12 18.06 -9.03
H 11.95 17.12 -7.62
C 14.82 24.54 -6.44
C 13.99 23.29 -6.58
C 14.01 22.61 -7.95
O 13.25 21.41 -7.75
C 12.90 20.85 -9.00
N 14.33 22.36 -5.46
H 15.91 24.42 -6.53
H 14.59 25.16 -5.57
H 14.69 25.19 -7.31
H 12.95 23.59 -6.43
H 15.02 22.38 -8.28
H 13.41 23.25 -8.61
H 13.77 20.49 -9.54
H 12.34 21.56 -9.62
H 12.28 19.96 -8.85
H 15.35 22.34 -5.43
H 14.16 22.93 -4.64
C 13.64 19.46 -1.89
C 13.20 19.54 -3.37
C 12.15 20.63 -3.67
O 11.92 20.84 -5.09
C 10.69 21.44 -5.36
N 14.40 19.55 -4.21
H 14.37 18.66 -1.84
H 12.87 19.22 -1.16
H 14.11 20.39 -1.57
H 12.62 18.64 -3.55
H 12.21 21.59 -3.16
H 11.26 20.18 -3.22
H 9.86 20.91 -4.88
H 10.53 21.38 -6.44
H 10.62 22.49 -5.06
H 15.12 20.08 -3.73
H 14.72 18.59 -4.12
*
```

Values from the calculation:
LUMO = 0.17 eV
HOMO-LUMO gap = 8.302 eV
Molar mass = 529.83 g mol⁻¹

Here are the Mulliken charges for atoms 1 to 2, given in e: number 1, Zn, carries 1.78; number 2, C, carries -0.67

=====

(ii)
Density functional theory data (ωB97M-V/def2-TZVPD) for C16H34F6N2O6Zn as an isolated structure.

ORCA input file:
```
! wB97M-V def2-TZVPD RIJCOSX def2/J DEFGRID3
* xyz 0 1
Zn -0.44 -0.15 -0.09
C -2.39 -2.27 -1.81
O -1.59 -3.31 -2.37
O -1.63 -1.44 -1.06
C -3.33 -1.63 -2.83
F -4.04 -2.50 -3.56
F -4.25 -0.86 -2.24
F -2.63 -0.86 -3.68
C -0.95 -3.10 -3.61
C -0.55 -4.52 -4.07
H 0.02 -4.93 -3.24
H -1.39 -5.18 -4.30
H 0.09 -4.46 -4.95
H -0.07 -2.46 -3.68
H -1.56 -2.68 -4.42
H -3.01 -2.81 -1.09
C 0.04 3.14 0.02
O -0.24 3.69 1.28
O -0.21 1.83 0.04
C -0.70 3.86 -1.15
F -2.03 3.65 -1.11
F -0.54 5.21 -1.02
F -0.20 3.54 -2.34
C 0.51 4.85 1.65
C 0.21 5.13 3.10
H 0.65 6.07 3.47
H -0.85 5.14 3.34
H 0.67 4.40 3.78
H 0.24 5.69 1.02
H 1.57 4.60 1.58
H 1.09 3.34 -0.27
C 3.70 -1.07 -0.22
C 2.30 -0.48 -0.39
C 1.99 -0.25 -1.88
O 0.68 0.24 -2.02
C 0.27 0.44 -3.37
N 1.23 -1.30 0.20
H 4.01 -1.08 0.82
H 4.43 -0.51 -0.82
H 3.78 -2.09 -0.61
H 2.28 0.48 0.14
H 2.05 -1.23 -2.39
H 2.70 0.40 -2.39
H 0.78 -0.21 -4.08
H 0.54 1.47 -3.61
H -0.81 0.40 -3.41
H 1.46 -2.25 -0.10
H 1.44 -1.36 1.20
C -1.11 -2.46 2.81
C -1.35 -0.95 3.01
C -0.29 -0.22 3.87
O 1.02 -0.53 3.50
C 1.99 0.17 4.29
N -1.57 -0.30 1.70
H -0.24 -2.70 2.20
H -2.00 -2.93 2.39
H -0.97 -2.95 3.78
H -2.27 -0.97 3.62
H -0.54 -0.62 4.86
H -0.45 0.86 3.85
H 1.67 0.19 5.33
H 2.15 1.16 3.87
H 2.91 -0.40 4.21
H -2.46 -0.61 1.29
H -1.79 0.66 1.97
*
```

Values from the calculation:
LUMO = 0.26 eV
HOMO-LUMO gap = 8.829 eV
Molar mass = 529.83 g mol⁻¹

Here are the Mulliken charges for atoms 1 to 2, given in e: number 1, Zn, carries 1.68; number 2, C, carries -0.38

=====

Stability comparison, relative energies in kcal/mol: (i) 6.4; (ii) 0.0

=====

(i)
Density functional theory data (ωB97M-V/def2-TZVPD) for an isolated ion of composition C6H8NS and charge +1.

ORCA input file:
```
! wB97M-V def2-TZVPD RIJCOSX def2/J DEFGRID3
* xyz 1 1
C -1.96 0.24 -3.07
C -1.19 0.48 -2.17
C -0.44 -0.16 0.15
C -0.87 -1.51 -0.47
C 1.06 -0.12 1.92
C -0.24 0.74 -1.17
N 0.83 -0.36 0.59
S -2.28 -2.08 0.04
H -2.81 0.52 -3.63
H -1.13 0.14 1.01
H -0.17 -1.77 -1.33
H 0.16 0.33 2.41
H 1.43 -1.07 2.39
H 1.87 0.62 1.68
H 0.80 0.55 -1.49
H -0.35 1.82 -0.90
*
```

Values from the calculation:
LUMO (alpha / beta) = -6.97 / -7.85 eV
HOMO-LUMO gap (alpha / beta) = 7.326 / 5.937 eV
Molar mass = 126.20 g mol⁻¹

Here are the Mulliken charges for atoms 1 to 2, given in e: number 1, C, carries -0.01; number 2, C, carries -0.41

=====

(ii)
Density functional theory data (ωB97M-V/def2-TZVPD) for an isolated ion of composition C6H8NS and charge +1.

ORCA input file:
```
! wB97M-V def2-TZVPD RIJCOSX def2/J DEFGRID3
* xyz 1 1
C -1.53 -0.13 0.45
C -0.97 1.06 0.23
C 1.46 -0.66 -0.15
C 1.02 2.26 -0.18
C -0.86 -1.46 0.35
C 0.38 -1.50 -0.56
N 0.36 1.19 -0.07
S 2.92 -0.35 0.22
H -2.57 -0.17 0.74
H -1.55 1.98 0.30
H 2.08 2.22 -0.40
H 0.57 3.25 -0.05
H -0.58 -1.79 1.35
H -1.58 -2.19 -0.04
H 0.09 -1.19 -1.58
H 0.75 -2.53 -0.60
*
```

Values from the calculation:
LUMO = -5.18 eV
HOMO-LUMO gap = 8.568 eV
Molar mass = 126.20 g mol⁻¹

Here are the Mulliken charges for atoms 1 to 2, given in e: number 1, C, carries -0.43; number 2, C, carries -0.18

=====

Stability comparison, relative energies in kcal/mol: (i) 110.7; (ii) 0.0